Here is C37H30AsBrN4PdS as an isolated structure in a non-equilibrium geometry from OMol25. Energies are from wB97M-V/def2-TZVPD.

Element x y z (Å)
H: -5.770 -2.748 0.121
H: -2.053 -2.634 4.567
C: -1.244 1.148 2.154
H: -1.912 1.230 4.191
H: -5.913 -0.105 -0.488
H: -2.839 1.605 -0.500
H: 2.291 1.763 3.605
C: -0.022 -3.893 -1.706
C: 3.760 -1.792 -3.712
H: -2.235 0.970 1.749
H: 3.792 -2.208 -0.379
H: -2.657 0.980 -2.144
C: 0.212 1.506 4.031
C: -3.758 -0.326 -0.844
As: -0.191 1.208 -0.632
C: -1.318 5.281 -0.060
C: 1.600 -1.330 -2.806
H: -3.834 -4.516 0.282
C: -1.300 -2.531 3.798
H: -4.221 1.606 -1.594
S: 0.928 -5.040 -1.117
C: 2.043 -1.678 -1.526
C: -0.154 1.243 1.304
C: 2.187 1.575 0.791
C: 1.442 -2.185 0.680
H: 2.423 -2.621 0.831
C: -5.036 -0.734 -0.500
H: -2.824 -4.296 -1.149
H: 3.936 1.735 2.037
N: -2.914 -1.397 -0.753
C: 1.722 1.552 -0.529
C: 4.244 -2.071 -2.446
C: 1.135 1.452 1.812
H: -2.707 -2.076 2.226
H: 0.368 -2.949 5.090
C: 3.549 1.738 1.025
H: -1.245 6.881 -1.487
C: 1.309 1.582 3.186
C: -0.643 5.013 -2.348
N: -0.715 -3.025 -2.115
H: 0.345 1.634 5.098
C: 4.419 1.919 -0.040
C: 3.390 -2.015 -1.364
H: 2.083 -1.156 -4.885
C: 0.046 -2.713 4.084
N: -0.787 -2.071 1.521
C: 0.514 -2.272 1.779
H: -2.182 -3.884 0.433
C: 3.941 1.961 -1.343
Pd: -0.892 -1.424 -0.721
C: -3.642 -2.493 -0.346
C: 0.962 -2.593 3.062
C: -4.961 -2.102 -0.181
H: -0.096 3.016 -2.929
C: -0.432 3.662 -2.125
Br: 4.920 -1.932 -5.205
C: -0.649 3.118 -0.861
H: 5.478 2.043 0.147
C: 2.444 -1.402 -3.897
H: -1.284 3.514 1.152
H: 4.619 2.130 -2.170
N: 1.129 -1.660 -0.452
C: -1.103 3.929 0.169
C: -1.082 5.825 -1.313
H: -1.672 5.913 0.744
H: 5.284 -2.328 -2.303
H: 0.576 -1.024 -2.953
C: -3.341 1.038 -1.295
H: -0.470 5.431 -3.332
C: 2.589 1.771 -1.588
C: -3.086 -3.872 -0.180
C: -1.062 1.286 3.523
C: -1.665 -2.209 2.501
H: 2.022 -2.741 3.223
H: 2.210 1.788 -2.602

Calculated values
ΔE to the lowest compared entry with this formula, charge and spin in kcal per mole: 23.03
DFT total energy in Eh: -6982.8217
HOMO in Ha: -0.248
Charge: 0
Strongest force on any atom in eV/A: 1.234
Gap between HOMO and LUMO in Eh: 0.192
LUMO energy in hartree: -0.056

Atom charges from the Mulliken analysis, given in e for atoms 1 to 2: atom 1 (H): 0.4581, atom 2 (H): 0.4628